(one)
Below is a 2-piece molecular cluster, C2H9O2 overall, with properties calculated with ωB97M-V/def2-TZVPD.

Orbital gap in Ha: 0.49535
HOMO energy in eV: -17.20
Net charge: +1

Last column: Löwdin charge in e.
Element x y z (Å)
O: -0.9532 1.6606 0.8306  0.014
H: 0.3657 0.8402 0.4967  0.100
H: -0.7842 2.1278 1.6602  0.104
H: -1.3867 2.2551 0.2085  0.101
C: 0.3239 -1.1352 0.0810  -0.158
O: 1.0552 0.1186 0.3253  0.113
C: -0.2741 -1.0913 -1.3212  -0.045
H: 0.9527 -2.0196 0.2981  0.147
H: -0.4379 -1.2019 0.8531  0.134
H: 1.6781 0.3491 -0.4189  0.211
H: -1.0036 -0.2768 -1.4190  0.087
H: 0.5226 -0.9273 -2.0436  0.089
H: -0.8285 -2.0116 -1.5210  0.103

(two)
Below is a 2-piece molecular cluster, C2H9O2 overall, with properties calculated with ωB97M-V/def2-TZVPD.

Orbital gap in Ha: 0.49581
HOMO energy in eV: -17.15
Net charge: +1

Last column: Löwdin charge in e.
Element x y z (Å)
O: 0.5836 1.9548 -1.3870  0.004
H: 0.8385 1.1729 -0.0543  0.111
H: 0.7164 2.9054 -1.4769  0.103
H: 0.4107 1.5954 -2.2680  0.102
C: -0.2970 -0.5548 -0.0905  -0.072
O: 0.7876 0.3484 0.5661  0.075
C: -0.5882 -1.6956 0.9097  -0.026
H: -1.1970 0.0585 -0.0483  0.125
H: 0.1632 -0.5931 -1.0730  0.129
H: 0.5752 0.7200 1.4428  0.178
H: 0.0157 -1.5160 1.7953  0.089
H: -1.6545 -1.6714 1.0701  0.084
H: -0.3541 -2.7246 0.6139  0.097

(one) has the most favorable energy; the next structure is 0.441 eV above.

(one)
Below is C2H5N4 as an isolated structure, with properties calculated with ωB97M-V/def2-TZVPD.

Orbital gap in Ha: 0.34213
HOMO energy in eV: -14.69
Net charge: +1

Last column: Löwdin charge in e.
Element x y z (Å)
C: -1.2417 0.0837 0.0071  -0.381
C: -0.0167 -0.7716 0.0127  -0.324
N: -2.1631 -0.8351 -0.0100  0.313
N: -0.6154 -1.9333 0.0129  0.225
N: -1.3557 1.3986 0.0108  0.213
N: 1.2607 -0.4838 0.0116  0.243
H: -0.3944 -2.9118 -0.0397  0.142
H: -0.5567 2.0127 0.0267  0.132
H: -2.2775 1.8109 0.0256  0.143
H: 1.5625 0.4797 -0.0167  0.140
H: 1.9784 -1.2005 0.0005  0.155

(two)
Below is an isolated ion of composition C2H5N4 and charge +1, with properties calculated with ωB97M-V/def2-TZVPD.

Orbital gap in Ha: 0.32117
HOMO energy in eV: -13.83
Net charge: +1

Last column: Löwdin charge in e.
Element x y z (Å)
N: 4.1110 -0.4396 -0.4507  0.207
C: 3.1237 -0.1502 0.0356  -0.291
N: 1.9996 0.3349 0.4349  0.004
N: 0.8542 0.0580 -0.1865  0.080
C: -0.4069 0.0357 0.5690  -0.010
N: -1.4976 -0.3515 0.0735  0.221
H: 1.9683 0.9445 1.1849  0.146
H: 0.8089 -0.1544 -1.1476  0.156
H: -0.1774 0.5380 1.4728  0.152
H: -2.4580 -0.1997 0.4555  0.194
H: -1.4686 -0.5090 -0.9069  0.142

(one) has the most favorable energy; the next structure is 0.256 eV above.

(one)
Below is C27H23CdN5O2 as an isolated structure, with properties calculated with ωB97M-V/def2-TZVPD.

Orbital gap (spin up / spin down) in Ha: 0.22535 / 0.21131
HOMO energy (spin up / spin down) in eV: -6.85 / -6.85
Net charge: 0

Last column: Löwdin charge in e.
Element x y z (Å)
Cd: 0.8444 0.4954 -0.4045  1.364
O: 1.1630 0.8521 -2.4719  -0.252
C: 2.2249 0.4858 -3.1398  -0.393
C: 2.1500 0.5012 -4.5530  -0.042
C: 3.2213 0.1873 -5.3561  -0.102
C: 4.4532 -0.1658 -4.7977  -0.119
C: 4.5542 -0.2078 -3.4281  -0.078
C: 3.4813 0.0902 -2.5709  -0.155
C: 3.7801 -0.0782 -1.1515  -0.101
N: 2.9317 0.0336 -0.2087  -0.135
N: 3.3230 -0.2359 1.0950  0.040
C: 2.3596 0.0090 1.9584  -0.514
O: 1.1958 0.5056 1.7408  -0.191
C: 2.6790 -0.3740 3.3669  -0.163
C: 3.9878 -0.3655 3.8363  -0.039
C: 4.2589 -0.7090 5.1528  -0.089
C: 3.2261 -1.0753 6.0057  -0.102
C: 1.9182 -1.0923 5.5375  -0.090
C: 1.6452 -0.7333 4.2252  -0.036
H: 1.1948 0.7830 -4.9787  0.104
H: 3.1071 0.2151 -6.4334  0.097
H: 5.3021 -0.4027 -5.4241  0.091
H: 5.4983 -0.4895 -2.9725  0.103
H: 4.8037 -0.3486 -0.8834  0.119
H: 4.7835 -0.0893 3.1579  0.103
H: 5.2790 -0.6902 5.5155  0.098
H: 3.4391 -1.3430 7.0331  0.096
H: 1.1098 -1.3805 6.1977  0.097
H: 0.6303 -0.7211 3.8503  0.107
C: -1.5284 4.3296 -0.2879  -0.048
C: -2.8818 4.0367 -0.2618  -0.043
C: -3.2969 2.7190 -0.2760  0.016
C: -2.3246 1.7286 -0.3102  -0.222
N: -1.0226 1.9939 -0.3203  0.070
C: -0.6387 3.2752 -0.3199  -0.109
C: -1.9783 -0.7808 -0.6873  -0.234
C: -3.2155 -1.6076 -0.7159  -0.148
C: -2.9552 -2.9466 -0.1136  -0.022
C: -1.6651 -3.3411 -0.0080  -0.075
C: -0.5650 -2.4628 -0.2579  -0.104
N: -0.7485 -1.1416 -0.4603  0.030
H: -1.1678 5.3476 -0.2860  0.111
H: -3.6173 4.8302 -0.2410  0.116
H: -4.3438 2.4683 -0.2756  0.092
H: 0.4287 3.4520 -0.3437  0.114
H: -3.6206 -1.7284 -1.7350  0.174
H: -3.7750 -3.6132 0.1181  0.106
H: -1.4355 -4.3490 0.3117  0.106
H: 0.4551 -2.8081 -0.1800  0.107
C: -6.2771 -0.9909 -0.3295  -0.093
C: -5.2827 0.1654 -0.4124  -0.226
C: -3.8967 -0.3288 -0.1936  -0.096
N: -2.6869 0.3691 -0.3597  0.098
H: -7.3000 -0.6244 -0.4028  0.075
H: -6.1717 -1.5227 0.6168  0.082
H: -6.1197 -1.7050 -1.1394  0.075
H: -5.5292 0.9044 0.3546  0.107
H: -5.3847 0.6742 -1.3824  0.122

(two)
Below is C27H23CdN5O2 as an isolated structure, with properties calculated with ωB97M-V/def2-TZVPD.

Orbital gap in Ha: 0.23879
HOMO energy in eV: -6.80
Net charge: 0

Last column: Löwdin charge in e.
Element x y z (Å)
Cd: 0.7155 0.3853 -0.6730  1.386
O: 1.0958 2.0697 -2.0187  -0.238
C: 0.3252 3.0835 -2.2783  -0.394
C: 0.6702 3.9160 -3.3738  -0.037
C: -0.0638 5.0245 -3.7171  -0.104
C: -1.2042 5.3843 -2.9912  -0.119
C: -1.5659 4.5940 -1.9264  -0.076
C: -0.8412 3.4515 -1.5419  -0.158
C: -1.3885 2.7415 -0.3970  -0.107
N: -0.9194 1.6794 0.1389  -0.109
N: -1.6494 1.1513 1.1981  0.029
C: -1.0874 0.0650 1.6732  -0.525
O: -0.0173 -0.5147 1.2759  -0.184
C: -1.8402 -0.6115 2.7858  -0.167
C: -1.3260 -1.7814 3.3342  -0.041
C: -2.0242 -2.4608 4.3234  -0.088
C: -3.2448 -1.9756 4.7716  -0.100
C: -3.7576 -0.8011 4.2337  -0.089
C: -3.0589 -0.1215 3.2480  -0.046
H: 1.5504 3.6315 -3.9364  0.105
H: 0.2481 5.6244 -4.5644  0.097
H: -1.7845 6.2560 -3.2595  0.090
H: -2.4467 4.8504 -1.3467  0.102
H: -2.2988 3.1555 0.0444  0.117
H: -0.3774 -2.1470 2.9661  0.106
H: -1.6152 -3.3703 4.7450  0.098
H: -3.7934 -2.5062 5.5394  0.097
H: -4.7042 -0.4121 4.5874  0.098
H: -3.4430 0.7978 2.8266  0.102
C: 5.0909 1.6850 -0.6296  -0.041
C: 5.8137 0.5101 -0.7455  -0.048
C: 5.1464 -0.7027 -0.7000  -0.011
C: 3.7698 -0.6988 -0.5274  -0.218
N: 3.0792 0.4342 -0.4138  0.041
C: 3.7173 1.6006 -0.4770  -0.111
C: 2.9719 -1.9593 -0.4987  -0.219
C: 3.5193 -3.1550 -0.0554  -0.010
C: 2.7275 -4.2909 -0.0573  -0.049
C: 1.4197 -4.1969 -0.4994  -0.045
C: 0.9503 -2.9603 -0.9099  -0.126
N: 1.7073 -1.8675 -0.9152  0.052
H: 5.5713 2.6517 -0.6737  0.110
H: 6.8859 0.5353 -0.8893  0.112
H: 5.6790 -1.6344 -0.8262  0.111
H: 3.0951 2.4843 -0.4251  0.110
H: 4.5362 -3.1879 0.3086  0.111
H: 3.1262 -5.2342 0.2919  0.112
H: 0.7649 -5.0563 -0.5172  0.108
H: -0.0681 -2.8286 -1.2501  0.084
C: -3.6730 -2.2515 -0.0325  -0.079
C: -3.5224 -0.9096 -0.7498  -0.207
C: -2.2340 -0.8058 -1.4391  -0.208
N: -1.2108 -0.7415 -1.9577  0.125
H: -4.6380 -2.2864 0.4700  0.079
H: -2.8967 -2.3753 0.7202  0.068
H: -3.6199 -3.0811 -0.7374  0.077
H: -3.5534 -0.0782 -0.0403  0.102
H: -4.3090 -0.7585 -1.4902  0.119

(two) has the most favorable energy; the next structure is 4.082 eV above.

(one)
Below is H2OSn as an isolated structure, with properties calculated with ωB97M-V/def2-TZVPD.

Orbital gap in Ha: 0.10756
HOMO energy in eV: -17.28
Net charge: +2

Last column: Löwdin charge in e.
Element x y z (Å)
Sn: -1.0226 4.1648 0.1521  1.938
O: 0.2191 -1.0767 0.1510  -0.033
H: -0.2899 -1.8473 -0.1007  0.050
H: 1.0935 -1.2408 -0.2023  0.045

(two)
Below is H2OSn as an isolated structure, with properties calculated with ωB97M-V/def2-TZVPD.

Orbital gap in Ha: 0.29087
HOMO energy in eV: -21.64
Net charge: +2

Last column: Löwdin charge in e.
Element x y z (Å)
Sn: 0.3855 -1.2559 -2.1467  1.939
O: 0.0260 0.1890 0.4400  -0.102
H: -0.5169 -0.0724 1.1837  0.082
H: 0.1054 1.1393 0.5231  0.080

(two) has the most favorable energy; the next structure is 1.430 eV above.

(one)
Below is C8H12N4O3 as an isolated structure, with properties calculated with ωB97M-V/def2-TZVPD.

Orbital gap in Ha: 0.32927
HOMO energy in eV: -8.40
Net charge: 0

Last column: Löwdin charge in e.
Element x y z (Å)
C: 2.5512 0.9015 1.2198  -0.226
C: 1.1299 0.5324 1.2287  -0.597
C: -1.2707 0.8967 0.2688  -0.156
C: -2.2695 1.4487 1.3376  -0.516
C: -1.3455 -0.7425 0.0169  -0.042
C: -0.8976 -0.9119 -1.4572  -0.314
C: -0.1423 -2.0205 -1.7512  -0.127
C: -0.3802 -0.6592 -3.5719  -0.079
H: 3.7461 0.3476 3.0985  0.161
H: 2.6283 -1.0570 1.7993  0.139
H: 2.9123 1.0854 0.0857  0.143
H: 2.7817 2.0315 1.5773  0.138
H: 0.0540 2.5113 0.7215  0.273
H: -1.5623 1.2786 -0.7674  0.136
H: -0.7224 -1.3574 0.6671  0.095
H: -2.4077 -0.8057 0.0011  0.086
H: 0.3291 -2.7751 -1.2347  0.115
H: -0.3668 -0.5565 -4.6911  0.117
H: 0.6818 -2.5529 -3.5399  0.191
H: -3.7146 0.7815 2.6254  0.206
N: 3.4726 -0.1990 1.9891  -0.104
N: 0.2279 1.2351 0.4342  0.075
N: -1.1261 -0.0819 -2.5166  0.089
N: 0.2013 -1.8013 -2.9363  -0.025
O: 0.7897 -0.5076 1.6475  0.054
O: -2.0401 2.3483 2.0629  0.106
O: -3.2600 0.6300 1.6849  0.062

(two)
Below is one molecule with the formula C8H12N4O3, with properties calculated with ωB97M-V/def2-TZVPD.

Orbital gap in Ha: 0.32791
HOMO energy in eV: -8.28
Net charge: 0

Last column: Löwdin charge in e.
Element x y z (Å)
N: -2.0977 -1.8466 -0.2486  0.050
C: -1.2476 -0.7356 0.1364  -0.316
C: -2.0070 0.2553 1.0525  -0.124
C: -1.2208 1.5570 1.1979  -0.275
C: -0.0707 1.8958 1.9485  -0.035
N: 0.3943 3.0289 1.2864  0.021
C: -0.4846 3.3675 0.2888  -0.213
N: -1.4529 2.4890 0.1695  0.085
C: 0.0410 -1.1198 0.8898  -0.475
O: 0.2565 -0.9590 2.0863  0.047
N: 0.8924 -1.7863 0.1712  0.104
C: 0.7903 -2.0583 -1.2699  -0.071
C: 1.7903 -1.2299 -2.0321  -0.502
O: 2.8395 -0.8446 -1.6152  0.127
O: 1.3848 -1.0129 -3.3155  0.104
H: -2.0317 -2.6842 0.3066  0.085
H: -3.0568 -1.5873 -0.3862  0.075
H: -1.0307 -0.1903 -0.8352  0.155
H: -2.2591 -0.2433 2.0634  0.143
H: -2.9782 0.5504 0.6494  0.102
H: 0.3886 1.6405 2.9232  0.127
H: 1.1401 3.6355 1.6181  0.145
H: -0.3479 4.2571 -0.3252  0.114
H: 1.7606 -2.0816 0.5944  0.161
H: 0.8976 -3.1424 -1.4642  0.151
H: -0.1965 -1.8211 -1.6165  0.092
H: 2.1692 -0.5877 -3.6933  0.123

(two) has the most favorable energy; the next structure is 6.401 eV above.

(one)
Below is one molecule with the formula CH4IN3, with properties calculated with ωB97M-V/def2-TZVPD.

Orbital gap in Ha: 0.32964
HOMO energy in eV: -9.10
Net charge: 0

Last column: Löwdin charge in e.
Element x y z (Å)
C: -1.1430 -1.0034 -0.6892  -0.121
N: -0.3267 0.1478 -0.6423  -0.083
N: 0.1519 0.2457 0.4820  -0.066
N: 1.0995 1.5791 0.7553  -0.533
I: 2.4748 1.2027 2.2392  0.632
H: -2.0857 -0.6825 -0.3399  0.071
H: -0.6388 -1.6479 -0.0296  0.056
H: -1.2212 -1.4237 -1.6994  0.088
H: 1.6892 1.5821 -0.0762  -0.044

(two)
Below is one molecule with the formula CH4IN3, with properties calculated with ωB97M-V/def2-TZVPD.

Orbital gap (spin up / spin down) in Ha: 0.28976 / 0.33595
HOMO energy (spin up / spin down) in eV: -7.87 / -8.78
Net charge: 0

Last column: Löwdin charge in e.
Element x y z (Å)
C: 1.0403 -0.4875 0.0024  -0.232
N: -0.7039 1.1598 0.1146  -0.397
N: -3.7132 0.2006 -0.0661  -0.716
N: 0.5887 0.8402 0.0094  -0.262
I: -1.9864 -0.4170 -0.0800  1.307
H: 0.5537 -1.2039 -0.6299  0.008
H: 2.1035 -0.6935 -0.3956  0.123
H: 0.9327 -1.0273 0.8964  0.050
H: 1.1847 1.6286 0.1487  0.118

(one) has the most favorable energy; the next structure is 4.278 eV above.